C30H31BrN5O2Tl as an isolated structure. Source: the OMol25 dataset; level of theory: the ωB97M-V functional and the def2-TZVPD basis.

Last column: Löwdin charge in e.
Positions of all 70 atoms, in Å:
1 Tl 0.27279 0.36270 0.63589  0.96
2 C 2.11725 -1.69894 -1.85580  -0.21
3 C 3.38935 -1.41863 -1.03975  -0.17
4 C 3.38551 -0.15510 -0.16401  -0.21
5 N 2.40342 -0.14650 0.91681  -0.05
6 C 2.70091 -0.56479 2.13627  -0.22
7 C 3.88631 -1.29236 2.39125  -0.02
8 C 4.48027 -1.74156 3.56189  -0.08
9 C 4.15993 -1.47704 4.87992  -0.12
10 C 3.04724 -0.76729 5.30576  -0.08
11 C 1.95476 -0.32860 4.58523  -0.01
12 C 1.65851 -0.33678 3.20035  -0.22
13 N 0.44756 -0.07063 2.77019  -0.06
14 C -0.70250 0.04666 3.65291  -0.21
15 C -1.97697 0.42394 2.87735  -0.18
16 C -2.47079 -0.54525 1.78041  -0.21
17 N -1.79890 -0.28122 0.51509  -0.07
18 C -2.24732 -0.62691 -0.66666  -0.21
19 C -3.44249 -1.37654 -0.79639  -0.02
20 C -4.22352 -1.70376 -1.88891  -0.09
21 C -4.05275 -1.39661 -3.22846  -0.12
22 C -2.94254 -0.77794 -3.77586  -0.08
23 C -1.76928 -0.35010 -3.17967  -0.02
24 C -1.35326 -0.27075 -1.83331  -0.19
25 N -0.14475 0.15507 -1.51618  -0.05
26 C 0.89354 0.50951 -2.47138  -0.22
27 C 1.74370 -0.68563 -2.94884  -0.15
28 H 1.27431 -1.79797 -1.18036  0.04
29 H 2.24971 -2.67441 -2.32976  0.11
30 H 4.24146 -1.33914 -1.72293  0.12
31 H 3.56012 -2.28843 -0.39842  0.10
32 H 3.17501 0.71176 -0.79170  0.11
33 H 4.38762 -0.00262 0.24267  0.12
34 H 4.42098 -1.59165 1.50040  0.09
35 H 5.36071 -2.35778 3.41096  0.11
36 H 4.82611 -1.86118 5.64219  0.10
37 H 2.99344 -0.57544 6.37308  0.11
38 H 1.17724 0.12154 5.18836  0.09
39 H -0.54742 0.83862 4.39440  0.12
40 H -0.83756 -0.89419 4.20168  0.13
41 H -1.78944 1.39320 2.41285  0.05
42 H -2.77658 0.55902 3.60734  0.12
43 H -3.55121 -0.42696 1.67319  0.11
44 H -2.27093 -1.58086 2.09054  0.12
45 H -3.82087 -1.75441 0.14477  0.09
46 H -5.11800 -2.27113 -1.65243  0.11
47 H -4.84089 -1.69193 -3.90959  0.09
48 H -2.96956 -0.64295 -4.85254  0.11
49 H -1.03775 0.01935 -3.88611  0.09
50 H 1.53073 1.23807 -1.96678  0.10
51 H 0.48152 1.02258 -3.34261  0.10
52 H 2.64799 -0.29103 -3.42368  0.12
53 H 1.17420 -1.21632 -3.71632  0.11
54 Br -3.01547 3.52303 0.96424  0.83
55 C -2.45965 3.31111 -0.83834  -0.60
56 C -3.45316 3.13832 -1.79306  -0.13
57 C -3.10748 3.09097 -3.13428  -0.09
58 C -1.78578 3.28249 -3.51255  -0.08
59 C -0.80889 3.45808 -2.54683  -0.04
60 C -1.11854 3.42112 -1.18833  -0.17
61 C 0.03348 3.52701 -0.20131  -0.64
62 O 0.75892 4.50174 -0.28684  0.07
63 O 0.19144 2.55358 0.63969  -0.14
64 H -4.48701 3.05451 -1.48534  0.10
65 H -3.87278 2.91807 -3.88129  0.10
66 H -1.52057 3.29440 -4.56352  0.10
67 H 0.22273 3.63679 -2.82705  0.12
68 N 0.35445 -3.66808 1.04975  0.15
69 C 0.28440 -2.51694 0.89368  0.01
70 H 0.42697 -4.65688 1.15812  0.09

Computed properties:
molecular weight = 777.9 u
charge = 0
E_tot = -4332.4203 a.u.


C27H36BrCl5N6O6PS2Tl as an isolated structure. Source: the OMol25 dataset; level of theory: the ωB97M-V functional and the def2-TZVPD basis.

Last column: Löwdin charge in e.
Positions of all 85 atoms, in Å:
1 Tl 0.19990 -0.35590 0.42070  0.91
2 O 1.26360 2.64590 1.49530  -0.43
3 S 2.25720 1.48920 1.40710  0.24
4 O 3.54310 2.01460 1.83300  -0.34
5 O 1.75240 0.44190 2.31890  -0.47
6 O 2.32780 0.96630 0.02460  -0.46
7 Cl -8.07780 -0.85230 0.76100  0.60
8 C -6.50170 -1.22200 0.16660  -0.75
9 C -5.45760 -0.30140 0.26420  -0.72
10 Cl -5.75220 1.21440 1.02710  0.66
11 C -4.20660 -0.57080 -0.24470  -0.54
12 Cl -2.92930 0.62130 -0.13860  0.73
13 C -3.88720 -1.82080 -0.88040  -0.51
14 O -2.76180 -2.08420 -1.34740  -0.13
15 C -4.99760 -2.72530 -0.94660  -0.61
16 Cl -4.71000 -4.25420 -1.70000  0.66
17 C -6.24800 -2.44510 -0.44100  -0.73
18 Cl -7.52650 -3.59710 -0.56820  0.63
19 O -0.36400 2.08210 -0.38720  -0.41
20 P -0.14600 3.35650 0.35700  0.61
21 N -1.35700 4.46310 -0.37800  -0.19
22 C -1.31410 4.40080 -1.82620  -0.25
23 C -2.65920 3.82860 -2.26550  -0.19
24 C -3.59380 4.42360 -1.22230  -0.18
25 C -2.74420 4.30160 0.04240  -0.24
26 N 1.05660 4.40080 -0.28930  -0.19
27 C 1.16950 5.78210 0.11120  -0.23
28 C 2.15500 6.34180 -0.92290  -0.17
29 C 3.09840 5.15570 -1.18640  -0.16
30 C 2.42980 3.97270 -0.46650  -0.21
31 N -1.00560 3.48560 1.85480  -0.22
32 C -0.58960 4.52150 2.77570  -0.23
33 C -1.31820 4.13870 4.05890  -0.18
34 C -1.11080 2.62660 4.07580  -0.16
35 C -1.25390 2.25850 2.59840  -0.22
36 H -0.47640 3.77900 -2.14250  0.08
37 H -1.17540 5.40830 -2.25400  0.10
38 H -2.63220 2.74470 -2.15920  0.07
39 H -2.92880 4.09390 -3.28940  0.10
40 H -4.54130 3.89070 -1.13470  0.10
41 H -3.78760 5.47640 -1.45170  0.10
42 H -2.90950 3.32070 0.49890  0.06
43 H -3.00640 5.06040 0.79310  0.10
44 H 1.61920 5.87690 1.11250  0.11
45 H 0.19060 6.26010 0.10190  0.10
46 H 2.68560 7.21790 -0.54710  0.09
47 H 1.63350 6.61960 -1.84050  0.10
48 H 4.09100 5.33150 -0.77230  0.10
49 H 3.20470 4.97640 -2.25540  0.05
50 H 2.91810 3.78440 0.49700  0.09
51 H 2.44430 3.02690 -1.00480  0.09
52 H -0.89350 5.49260 2.37270  0.11
53 H 0.49630 4.52290 2.93570  0.11
54 H -2.38070 4.35680 3.93240  0.11
55 H -0.94420 4.64720 4.94980  0.10
56 H -1.82690 2.09800 4.70570  0.10
57 H -0.10220 2.38280 4.40960  0.11
58 H -2.27370 1.91920 2.36650  0.09
59 H -0.54020 1.47160 2.33280  0.05
60 S 1.31510 -4.26880 -0.29830  0.53
61 C 0.65440 -4.10800 -1.80820  -0.93
62 N 1.44380 -4.36070 -2.88520  -0.01
63 C 1.06150 -4.10780 -4.25340  -0.20
64 C -0.12070 -3.14790 -4.28300  -0.16
65 C -1.19050 -3.68300 -3.33750  -0.19
66 N -0.63730 -3.83820 -2.01480  0.03
67 H 2.42150 -4.47970 -2.66960  0.10
68 H 0.79000 -5.05420 -4.74380  0.11
69 H 1.91190 -3.68790 -4.79760  0.11
70 H -0.50470 -3.04470 -5.29770  0.11
71 H 0.20230 -2.17210 -3.92220  0.09
72 H -1.55570 -4.65440 -3.69910  0.12
73 H -2.03540 -2.99960 -3.25150  0.09
74 H -1.17840 -3.42520 -1.26390  0.10
75 Br 2.84010 2.69080 -4.10490  0.76
76 C 1.40130 1.57510 -3.61140  -0.66
77 C 0.16690 1.73220 -4.21510  -0.12
78 C -0.85710 0.89280 -3.81060  -0.05
79 C -0.58650 -0.05920 -2.84180  -0.18
80 N 0.62410 -0.23200 -2.32750  0.01
81 C 1.60940 0.57080 -2.68160  -0.19
82 H -0.00110 2.48660 -4.96970  0.10
83 H -1.84150 0.98930 -4.24300  0.11
84 H -1.36230 -0.70680 -2.45300  0.08
85 H 2.55690 0.42720 -2.18060  0.10

Computed properties:
molecular weight = 1097.3 u
charge = -2
E_tot = -8015.8692 a.u.


One molecule with the formula C3H5NO. Source: the OMol25 dataset; level of theory: the ωB97M-V functional and the def2-TZVPD basis.

Last column: Löwdin charge in e.
Positions of all 10 atoms, in Å:
1 C -0.46109 -0.04921 1.30339  -0.09
2 O 0.73207 -0.15153 0.48515  -0.21
3 C 0.75252 0.42442 -0.86202  -0.17
4 C -0.06239 -0.59849 -1.47954  -0.23
5 N -0.74923 -1.48028 -1.76277  0.16
6 H -0.90315 -1.02133 1.59581  0.09
7 H -1.27175 0.52775 0.84335  0.09
8 H -0.14664 0.44157 2.22806  0.08
9 H 1.76623 0.45987 -1.33099  0.14
10 H 0.34343 1.44723 -1.02044  0.13

Computed properties:
molecular weight = 71.1 u
charge = 0
E_tot = -247.2424 a.u.


An isolated ion of composition C2H9N2 and charge +1. Source: the OMol25 dataset; level of theory: the ωB97M-V functional and the def2-TZVPD basis.

Last column: Löwdin charge in e.
Positions of all 13 atoms, in Å:
1 N -0.28703 0.29383 2.06123  0.03
2 C -0.63598 0.17585 0.68617  -0.29
3 C 0.60218 -0.19119 -0.21071  -0.12
4 N 0.28478 0.17445 -1.65908  0.18
5 H -1.11803 0.00637 2.56878  0.09
6 H 0.46572 -0.31377 2.34564  0.08
7 H -1.32248 -0.64500 0.41383  0.12
8 H -1.20814 0.93896 0.12663  0.12
9 H 1.54206 0.20318 0.20422  0.14
10 H 0.94623 -1.22834 -0.37270  0.14
11 H 1.02581 -0.28398 -2.19970  0.17
12 H 0.25627 1.15755 -1.93745  0.18
13 H -0.55140 -0.28793 -2.02686  0.18

Computed properties:
molecular weight = 61.1 u
charge = +1
E_tot = -190.8199 a.u.


Maximum force (computed, eV/Å): 0.9 2.0 1.9 3.8
ΔE to the lowest compared entry with this formula, charge and spin (computed, kcal per mole): 7.3 42.1 40.7 34.1
Kohn-Sham gap (computed, Ha): 0.2701 0.2498 0.4161 0.3529